#P
{
  "formula": "C7H10O",
  "method": "ωB97M-V/def2-TZVPD",
  "elements": ["C", "C", "C", "C", "C", "C", "C", "H", "H", "H", "H", "H", "H", "H", "H", "O", "H", "H"],
  "xyz": [[1.630, -1.082, -0.834], [0.495, -0.154, -0.573], [0.660, 1.203, -0.560], [-0.457, 2.029, -0.294], [-1.687, 1.503, 0.030], [-1.938, 0.126, -0.173], [-0.825, -0.633, -0.448], [2.593, -0.651, -0.453], [1.894, -1.280, -1.872], [1.522, -2.011, -0.276], [1.596, 1.682, -0.766], [-0.186, 3.081, 0.013], [-2.454, 2.067, 0.542], [-2.899, -0.302, 0.040], [-1.008, -1.651, -0.813], [0.421, -1.389, 2.520], [-0.295, -1.724, 1.967], [0.938, -0.815, 1.949]],
  "nbo_charge": [-0.65, -0.03, -0.21, -0.21, -0.21, -0.21, -0.23, 0.22, 0.23, 0.22, 0.21, 0.22, 0.21, 0.22, 0.21, -0.94, 0.47, 0.47],
  "e_lumo_ev": 0.9,
  "e_homo_ev": -9.33,
  "gap_ev": 10.195,
  "smiles": "Cc1ccccc1.O"
}

#Q
{
  "formula": "C7H10O",
  "method": "ωB97M-V/def2-TZVPD",
  "elements": ["C", "C", "C", "C", "C", "C", "C", "O", "H", "H", "H", "H", "H", "H", "H", "H", "H", "H"],
  "xyz": [[0.098, 2.779, 0.929], [-0.098, 1.505, 0.845], [0.208, 0.219, 0.662], [0.913, -0.497, 1.748], [-0.245, -0.488, -0.536], [-0.072, -1.976, -0.796], [-0.764, 0.353, -1.439], [-1.405, -0.097, -2.574], [0.834, 3.218, 0.264], [-0.440, 3.477, 1.556], [1.703, -1.129, 1.336], [0.306, -1.006, 2.340], [1.384, 0.319, 2.278], [1.007, -2.215, -0.977], [-0.643, -2.212, -1.760], [-0.397, -2.652, -0.090], [-0.908, 1.450, -1.273], [-1.480, -1.050, -2.510]],
  "nbo_charge": [-0.49, 0.06, -0.06, -0.61, -0.16, -0.61, 0.18, -0.68, 0.20, 0.21, 0.21, 0.21, 0.23, 0.23, 0.18, 0.22, 0.21, 0.47],
  "e_lumo_ev": 0.8,
  "e_homo_ev": -7.68,
  "gap_ev": 8.454,
  "smiles": "C=C=C(C)/C(C)=C/O"
}

#R
{
  "formula": "C7H10O",
  "method": "ωB97M-V/def2-TZVPD",
  "elements": ["C", "C", "C", "C", "C", "C", "C", "H", "H", "H", "H", "H", "H", "H", "H", "H", "H", "O"],
  "xyz": [[-2.007, -0.865, -0.073], [-0.494, -0.623, -0.021], [0.067, 0.121, 1.173], [1.610, 0.039, 0.775], [1.551, 0.321, -0.784], [0.069, 0.426, -0.951], [-0.447, 1.308, 0.160], [-2.489, -0.185, 0.600], [-2.310, -0.600, -1.090], [-2.241, -1.827, 0.210], [0.004, -1.550, -0.163], [-0.155, 0.092, 2.246], [2.131, -0.906, 1.015], [2.249, 0.819, 1.267], [1.941, -0.583, -1.318], [1.996, 1.294, -1.198], [-0.230, 0.541, -2.028], [-1.245, 2.177, 0.183]],
  "nbo_charge": [-0.60, -0.22, -0.31, -0.41, -0.39, -0.33, 0.62, 0.22, 0.21, 0.22, 0.21, 0.24, 0.21, 0.21, 0.21, 0.22, 0.23, -0.53],
  "e_lumo_ev": 1.1,
  "e_homo_ev": -9.06,
  "gap_ev": 10.110
}

#S
{
  "formula": "C7H10O",
  "method": "ωB97M-V/def2-TZVPD",
  "elements": ["C", "C", "C", "O", "C", "C", "C", "C", "H", "H", "H", "H", "H", "H", "H", "H", "H", "H"],
  "xyz": [[1.499, 1.639, 1.182], [0.325, 1.060, 0.995], [-0.947, 1.260, 1.707], [-1.318, 1.872, 2.659], [-1.637, 0.124, 0.807], [-0.260, 0.001, 0.090], [0.275, -1.491, 0.194], [-0.231, 0.356, -1.465], [2.399, 1.123, 0.831], [1.587, 2.492, 1.832], [-1.860, -0.719, 1.368], [-2.352, 0.701, 0.304], [-0.580, -1.990, -0.127], [0.658, -1.779, 1.141], [0.963, -1.591, -0.522], [-1.011, -0.399, -1.899], [0.752, 0.069, -1.705], [-0.407, 1.351, -1.701]],
  "nbo_charge": [-0.31, -0.14, 0.58, -0.51, -0.52, -0.04, -0.59, -0.59, 0.20, 0.22, 0.23, 0.23, 0.21, 0.21, 0.20, 0.21, 0.20, 0.21],
  "e_lumo_ev": 0.2,
  "e_homo_ev": -9.24,
  "gap_ev": 9.452,
  "smiles": "C=C1C(=O)CC1(C)C"
}

Q: Which of them is the most stable? A: #P.

#P
{
  "formula": "C7H10O",
  "method": "ωB97M-V/def2-TZVPD",
  "elements": ["C", "C", "C", "C", "C", "C", "C", "O", "H", "H", "H", "H", "H", "H", "H", "H", "H", "H"],
  "xyz": [[1.489, -0.996, 0.007], [0.024, -1.392, 0.461], [1.270, 0.242, -0.806], [-0.018, 2.249, 0.271], [-0.663, -0.077, 0.732], [0.214, 0.977, 0.001], [-2.072, 0.279, 0.160], [-2.543, -0.657, -0.628], [1.922, -0.982, 0.991], [1.836, -1.918, -0.402], [-0.268, -2.007, -0.443], [0.151, -2.160, 1.185], [2.101, 0.826, -0.828], [0.814, 0.148, -1.868], [-0.832, 2.568, 0.943], [0.500, 2.962, -0.361], [-0.587, 0.301, 1.699], [-3.337, -0.362, -1.113]],
  "nbo_charge": [-0.40, -0.41, -0.46, -0.41, -0.45, 0.08, 0.28, -0.67, 0.21, 0.21, 0.20, 0.21, 0.22, 0.22, 0.22, 0.20, 0.24, 0.50],
  "e_lumo_ev": 0.8,
  "e_homo_ev": -8.11,
  "gap_ev": 8.916
}

#Q
{
  "formula": "C7H10O",
  "method": "ωB97M-V/def2-TZVPD",
  "elements": ["C", "C", "C", "C", "C", "O", "C", "C", "H", "H", "H", "H", "H", "H", "H", "H", "H", "H"],
  "xyz": [[-1.371, 0.871, -1.134], [1.483, 1.230, -0.451], [-1.447, -1.523, 0.446], [0.409, 0.286, -0.170], [-0.537, -0.490, -0.016], [-2.341, 1.486, -0.386], [1.613, -1.291, 1.214], [2.719, -1.583, 1.652], [-1.965, 2.220, 0.116], [-1.823, 0.127, -1.783], [-0.760, 1.551, -1.728], [1.718, 1.263, -1.516], [2.351, 0.859, 0.100], [1.240, 2.232, -0.091], [-2.434, -1.117, 0.671], [-1.004, -1.931, 1.357], [-1.533, -2.323, -0.291], [3.682, -1.866, 2.009]],
  "nbo_charge": [-0.01, -0.73, -0.70, 0.26, 0.14, -0.69, -0.44, -0.52, 0.48, 0.20, 0.19, 0.24, 0.33, 0.24, 0.25, 0.30, 0.25, 0.21],
  "e_lumo_ev": 0.3,
  "e_homo_ev": -7.82,
  "gap_ev": 8.080
}

Q: Which of them is the most stable? A: #P.

#P
{
  "formula": "C7H10O",
  "method": "ωB97M-V/def2-TZVPD",
  "elements": ["C", "C", "C", "C", "C", "C", "O", "C", "H", "H", "H", "H", "H", "H", "H", "H", "H", "H"],
  "xyz": [[-1.500, -0.423, 1.198], [-0.855, -0.506, -0.204], [-1.516, 0.515, -1.142], [0.623, -0.297, -0.089], [1.271, 0.956, 0.319], [2.608, 0.726, 0.216], [2.894, -0.535, -0.199], [1.653, -1.131, -0.391], [-1.044, -1.223, 1.864], [-2.565, -0.578, 1.220], [-1.256, 0.597, 1.616], [-1.044, -1.456, -0.706], [-0.989, 0.596, -2.105], [-2.573, 0.269, -1.366], [-1.650, 1.545, -0.647], [0.740, 1.846, 0.621], [3.549, 1.261, 0.492], [1.655, -2.162, -0.697]],
  "nbo_charge": [-0.60, -0.25, -0.60, -0.10, -0.33, 0.10, -0.42, 0.07, 0.21, 0.21, 0.20, 0.21, 0.22, 0.21, 0.20, 0.23, 0.21, 0.20],
  "e_lumo_ev": 1.0,
  "e_homo_ev": -8.71,
  "gap_ev": 9.730,
  "smiles": "CC(C)c1ccoc1"
}

#Q
{
  "formula": "C7H10O",
  "method": "ωB97M-V/def2-TZVPD",
  "elements": ["C", "C", "C", "C", "C", "C", "H", "H", "H", "H", "H", "H", "C", "O", "H", "H", "H", "H"],
  "xyz": [[1.118, 0.693, -1.195], [1.423, -0.725, -1.098], [1.568, -1.289, 0.110], [1.418, -0.456, 1.219], [0.760, 0.851, 1.240], [0.736, 1.403, -0.069], [1.014, 1.142, -2.154], [1.777, -1.443, -1.921], [1.836, -2.308, 0.261], [1.489, -0.928, 2.205], [0.294, 1.418, 2.164], [0.252, 2.447, -0.203], [-2.520, 0.092, -0.159], [-1.762, -1.112, 0.153], [-3.504, -0.332, -0.387], [-2.679, 0.758, 0.769], [-2.351, 0.667, -1.170], [-0.869, -0.878, 0.235]],
  "nbo_charge": [-0.23, -0.20, -0.26, -0.20, -0.23, -0.22, 0.22, 0.23, 0.23, 0.21, 0.25, 0.22, -0.28, -0.72, 0.18, 0.17, 0.18, 0.47],
  "e_lumo_ev": 0.8,
  "e_homo_ev": -9.33,
  "gap_ev": 10.168,
  "smiles": "c1ccccc1.CO"
}

Q: Which of them is the most stable? A: #P.